{
  "formula": "C22H16BrIN3OSTa",
  "method": "ωB97M-V with the def2-TZVPD basis set",
  "total_charge": 2,
  "e_lumo_ev": -9.3,
  "energy_ha": -4413.6746,
  "molar_mass_g_mol": 758.213,
  "gap_ha": 0.16819,
  "species": ["Ta", "I", "Br", "S", "O", "N", "N", "N", "C", "C", "C", "C", "C", "C", "C", "C", "C", "C", "C", "C", "C", "C", "C", "C", "C", "C", "C", "C", "C", "C", "H", "H", "H", "H", "H", "H", "H", "H", "H", "H", "H", "H", "H", "H", "H", "H"],
  "coordinates": [[-0.488408, -1.542707, 0.271633], [-0.135322, 1.806349, -0.099513], [0.786824, 4.799762, -1.569948], [0.085117, -3.994466, 0.550932], [-1.235569, -0.782972, 1.708193], [-1.500915, -5.760595, -0.643312], [-2.572604, -2.755091, 0.755990], [-2.603974, -3.940747, 0.172905], [1.049787, 3.349574, 0.897549], [-3.455334, -2.422980, 1.648482], [-2.225880, 0.755893, 3.226849], [-3.323025, 1.102762, 3.991080], [4.271737, -1.220452, -4.383417], [2.219953, 4.147164, 2.826246], [1.479887, 3.157142, 2.197015], [3.886823, -0.708229, -5.619465], [1.049552, -1.229430, -2.603018], [1.612576, -0.517469, -4.869776], [-3.411698, -1.233928, 2.437723], [0.280338, -1.404528, -1.664737], [2.522112, 5.323820, 2.160266], [1.994300, -1.040112, -3.623085], [-4.477423, -0.887501, 3.286565], [-4.439564, 0.269923, 4.035528], [3.337115, -1.385604, -3.385423], [2.090076, 5.514379, 0.859663], [-1.500953, -4.587226, -0.031018], [2.559762, -0.366322, -5.859926], [1.354219, 4.525418, 0.216720], [-2.253426, -0.399837, 2.446926], [2.554812, 3.993247, 3.839333], [2.271308, 0.016831, -6.826428], [1.246840, 2.242670, 2.719637], [-2.373739, -6.154256, -0.962180], [3.620504, -1.780751, -2.420813], [-4.258696, -3.135784, 1.845808], [-5.341261, -1.533307, 3.331074], [5.302487, -1.488973, -4.209570], [2.312956, 6.426745, 0.327838], [3.092488, 6.095864, 2.651685], [-5.280182, 0.535110, 4.658517], [-1.328434, 1.355751, 3.228039], [0.579859, -0.256460, -5.040737], [-3.305108, 2.019442, 4.562248], [4.624664, -0.570167, -6.393866], [-0.674578, -6.337954, -0.648209]],
  "forces_ev_per_a": [[0.4, -4.5, -2.0], [0.6, 0.5, 0.1], [0.1, 0.1, 0.2], [0.1, 1.9, 0.0], [0.5, 1.1, 0.9], [0.3, -0.3, -0.1], [2.9, 2.0, -0.6], [-1.0, -1.6, -0.6], [-0.1, -0.2, -0.1], [-0.1, -0.3, -0.1], [0.5, -0.4, -0.5], [-0.2, -0.3, 0.0], [0.0, 0.1, -0.1], [0.0, 0.0, 0.0], [-0.1, -0.2, 0.0], [-0.1, 0.0, 0.2], [0.7, 0.2, -0.7], [-0.1, 0.0, 0.1], [0.7, 0.8, 0.2], [-1.8, 0.2, 1.9], [-0.1, -0.1, 0.0], [0.1, 0.0, -0.1], [0.2, -0.1, -0.3], [0.0, 0.1, 0.0], [-0.1, -0.1, 0.1], [-0.1, -0.1, -0.1], [-0.4, 1.0, 0.5], [0.0, 0.0, 0.0], [-0.3, -0.3, -0.5], [-2.6, 0.6, 1.8], [0.0, 0.0, 0.1], [0.0, 0.1, -0.1], [0.0, -0.1, 0.1], [0.0, 0.0, 0.0], [0.0, 0.0, 0.0], [0.1, 0.0, -0.2], [-0.1, -0.1, 0.0], [0.1, 0.0, 0.0], [0.0, 0.0, 0.0], [0.1, 0.1, 0.0], [0.0, 0.0, 0.0], [0.0, 0.1, 0.0], [-0.1, 0.0, -0.1], [0.0, 0.0, 0.1], [0.1, 0.0, -0.1], [-0.1, 0.0, -0.1]]
}

{
  "formula": "C22H16Cl16F2O2",
  "method": "ωB97M-V with the def2-TZVPD basis set",
  "e_lumo_ev": 0.1,
  "energy_ha": -8561.1057,
  "molar_mass_g_mol": 917.612,
  "gap_ha": 0.30737,
  "species": ["Cl", "Cl", "Cl", "Cl", "Cl", "Cl", "Cl", "Cl", "Cl", "Cl", "Cl", "Cl", "Cl", "Cl", "Cl", "Cl", "F", "F", "O", "O", "C", "C", "C", "C", "C", "C", "C", "C", "C", "C", "C", "C", "C", "C", "C", "C", "C", "C", "C", "C", "C", "C", "H", "H", "H", "H", "H", "H", "H", "H", "H", "H", "H", "H", "H", "H", "H", "H"],
  "coordinates": [[4.695766, 0.853631, 3.947716], [6.585167, 2.968540, 3.647773], [-1.303189, 2.836822, 5.360676], [-1.614911, 5.766577, 5.161046], [4.147031, 2.973368, 2.139437], [-4.433332, 1.715914, 2.231884], [0.557921, 4.502767, 3.817225], [-5.352743, 3.523557, 4.294956], [-5.564731, 4.396551, 1.664403], [4.637279, -2.547955, -1.089753], [5.111225, -4.444417, -3.038634], [3.872843, 3.332256, 5.022227], [7.172152, -3.947663, -1.189542], [-7.225201, 2.163265, 2.478764], [6.673684, -1.984791, -3.160071], [-2.100275, 4.193995, 2.846037], [2.406394, -5.527487, -1.606668], [2.656185, -1.685325, 0.879365], [0.493412, 1.878680, -1.529907], [-4.683150, 0.631502, -3.394379], [-0.728912, -3.068441, -2.599715], [-1.159969, 4.274108, 4.314904], [-3.449791, 0.874475, -2.830546], [0.462817, 0.751144, 2.519580], [5.966882, -3.148927, -2.134949], [-1.013500, 1.182783, -3.235685], [-1.928619, 1.655505, -1.047235], [-5.659898, 2.970601, 2.660517], [-2.315208, 0.805575, -3.664186], [0.174441, -4.800858, -1.229865], [0.285986, -1.480013, 0.765408], [1.512182, -1.037594, 1.260506], [1.616708, 0.018810, 2.099135], [-0.801775, 1.579946, -1.918561], [1.630598, -3.643106, -2.830567], [-3.227659, 1.302656, -1.489932], [-0.718140, 0.474910, 1.895807], [1.386435, -4.681106, -1.901431], [0.565724, -2.794210, -3.103112], [4.891218, 2.575930, 3.702179], [-0.846309, -0.671046, 1.098008], [-0.937467, -4.017536, -1.619695], [0.663304, -1.908338, -3.713107], [2.596201, 0.248535, 2.491842], [1.006431, 1.759988, -2.332607], [-1.803652, 2.064803, -0.055634], [0.300856, -2.367725, 0.150476], [-2.550878, 0.488373, -4.669294], [-1.601600, 1.074261, 2.059083], [0.531216, 1.592292, 3.193514], [2.591672, -3.577510, -3.318859], [-4.105370, 1.338327, -0.861637], [-1.530177, -2.469046, -3.006036], [-4.703842, 0.736581, -4.348388], [-1.816310, -0.943842, 0.709302], [-0.129676, 1.040699, -3.839889], [-1.889350, -4.223202, -1.152777], [0.003905, -5.577591, -0.499103]],
  "forces_ev_per_a": [[0.3, -0.7, 0.1], [0.0, 0.4, 0.5], [-0.1, 0.6, -0.5], [-0.2, -0.3, 0.3], [0.0, 0.3, 0.1], [-0.2, 0.5, -0.1], [-0.2, -0.4, 0.3], [-0.2, -0.3, 0.5], [0.1, 0.0, -0.7], [0.7, 0.7, 0.0], [0.4, -0.1, -0.8], [1.1, 0.2, -0.7], [0.8, -0.1, 0.7], [0.0, 0.4, 0.2], [0.1, 0.8, -0.5], [-0.3, -0.5, -0.1], [-0.5, 0.2, -0.1], [-0.5, 0.2, 0.2], [-1.2, 0.0, 0.3], [-0.3, -0.1, 1.5], [0.5, 0.7, -0.1], [0.9, 0.6, 0.0], [2.1, 0.8, -0.5], [1.7, -0.3, -1.1], [-1.8, -1.4, 0.5], [-1.5, -0.9, 0.4], [0.0, -0.1, -1.0], [0.3, -0.7, 0.1], [0.1, 0.5, 0.7], [-0.4, -0.1, -0.6], [-0.5, 1.4, 0.7], [-0.5, -0.7, -0.8], [-0.4, 1.3, 1.7], [-1.0, -0.1, 0.0], [-0.7, -0.6, 0.7], [0.2, -0.4, -1.3], [-0.9, -1.1, -0.2], [0.0, 0.8, 0.0], [-0.7, -0.7, 0.3], [-1.3, -0.2, 0.0], [1.4, -1.0, -0.6], [1.5, -0.5, -0.2], [0.2, -0.2, -0.3], [0.0, 0.1, 0.0], [0.4, 0.1, 0.1], [0.0, -0.2, 0.1], [-0.5, 0.0, -0.1], [0.6, -0.1, -0.3], [0.0, 0.1, 0.2], [0.3, 0.0, 0.1], [0.0, 0.2, 0.2], [0.1, 0.3, 0.4], [-0.2, 0.1, 0.3], [0.5, 0.1, 0.0], [0.0, 0.0, -0.1], [-0.1, 0.1, -0.5], [-0.1, 0.2, -0.1], [0.3, -0.1, 0.1]]
}

{
  "formula": "C22H16ClN4OPtS",
  "method": "ωB97M-V with the def2-TZVPD basis set",
  "spin_multiplicity": 5,
  "total_charge": 3,
  "e_lumo_ev": [-10.0, -12.0],
  "energy_ha": -2118.8661,
  "molar_mass_g_mol": 614.995,
  "gap_ha": [0.22937, 0.16165],
  "species": ["Pt", "Cl", "S", "O", "N", "N", "N", "N", "C", "C", "C", "C", "C", "C", "C", "C", "C", "C", "C", "C", "C", "C", "C", "C", "C", "C", "C", "C", "C", "C", "H", "H", "H", "H", "H", "H", "H", "H", "H", "H", "H", "H", "H", "H", "H", "H"],
  "coordinates": [[-0.566117, 0.345224, -0.144784], [2.787816, -5.938414, -2.517348], [0.414699, -0.736702, 7.082347], [-0.568747, -1.859043, -0.213865], [-2.127597, -0.151006, 6.860281], [-0.745308, 0.051832, 1.999679], [-0.976673, 1.798522, -1.587902], [1.003462, 0.057502, -1.750673], [-1.863397, -0.400754, 2.578420], [2.318022, 1.659156, -3.122899], [2.330652, 2.869170, -3.833928], [1.224100, 3.676070, -3.870024], [2.076169, -3.383048, -2.159995], [-0.987110, -0.326270, 6.247719], [-2.076471, 2.539752, -1.592336], [0.678093, -5.074054, -1.087469], [1.300455, -2.360741, -1.651665], [0.063509, 3.328773, -3.141118], [1.570254, -1.026400, -2.127219], [-0.106646, -4.096800, -0.574712], [-2.191207, 3.694498, -2.368286], [1.802711, -4.730216, -1.880370], [-0.913341, -0.189851, 4.766604], [0.083662, 2.148754, -2.369903], [0.175666, -2.694458, -0.788148], [0.251268, 0.276331, 4.155583], [-1.987620, -0.535818, 3.950276], [0.295251, 0.382123, 2.777906], [-1.122001, 4.094487, -3.132661], [1.197884, 1.280920, -2.414804], [2.281934, -0.978440, -2.952613], [1.106053, 0.593332, 4.738924], [1.226362, 4.593780, -4.443997], [-0.974932, -4.328934, 0.027511], [-3.113059, 4.256880, -2.343902], [0.450186, -6.116006, -0.904905], [-2.953576, 0.173996, 6.374890], [2.916268, -3.150589, -2.804037], [3.201719, 1.033678, -3.133376], [-2.213278, -0.273419, 7.863350], [1.185380, 0.749115, 2.286818], [-2.897408, 2.214082, -0.966461], [-2.909912, -0.937604, 4.348613], [-2.687536, -0.673230, 1.933230], [-1.183760, 4.988044, -3.741736], [3.224114, 3.155764, -4.371028]],
  "forces_ev_per_a": [[0.3, -0.1, -0.6], [-0.1, 0.1, 0.1], [0.2, -0.1, 0.0], [-0.3, 0.3, 0.2], [0.2, 0.0, 0.0], [0.3, -0.1, 0.0], [-0.1, -0.3, 0.3], [-0.4, -0.3, 0.7], [-0.1, -0.1, 0.0], [-0.2, -0.3, 0.2], [-0.1, 0.2, -0.1], [0.1, 0.0, 0.0], [0.0, 0.4, -0.1], [-0.4, 0.1, 0.1], [-0.1, 0.1, -0.1], [0.0, -0.1, 0.0], [-0.2, -0.4, 0.2], [0.0, -0.2, 0.1], [0.1, 0.3, -0.2], [-0.1, 0.1, 0.1], [0.1, 0.0, -0.1], [-0.1, -0.2, 0.1], [0.1, 0.1, -0.4], [0.2, 0.1, -0.2], [0.3, -0.2, -0.1], [-0.1, 0.0, 0.3], [0.0, 0.0, 0.2], [0.0, 0.0, 0.1], [-0.1, 0.0, 0.1], [0.3, 0.5, -0.4], [0.0, 0.1, 0.0], [0.0, 0.0, -0.1], [0.0, 0.0, 0.0], [0.0, 0.0, 0.0], [0.0, 0.0, 0.0], [0.1, 0.0, 0.0], [0.0, 0.0, -0.1], [0.0, 0.0, 0.0], [0.0, 0.0, 0.0], [-0.1, 0.0, 0.0], [0.0, 0.0, 0.0], [0.0, 0.0, 0.0], [0.0, 0.0, 0.0], [0.0, 0.0, -0.1], [0.0, 0.0, 0.0], [0.0, 0.0, 0.0]]
}

{
  "formula": "C22H16CoF5N5O13PS",
  "method": "ωB97M-V with the def2-TZVPD basis set",
  "e_lumo_ev": [-1.3, -1.3],
  "energy_ha": -4721.3595,
  "molar_mass_g_mol": 775.356,
  "gap_ha": [0.29158, 0.29145],
  "species": ["Co", "S", "P", "F", "F", "F", "F", "F", "O", "O", "O", "O", "O", "O", "O", "O", "O", "O", "O", "O", "O", "N", "N", "N", "N", "N", "C", "C", "C", "C", "C", "C", "C", "C", "C", "C", "C", "C", "C", "C", "C", "C", "C", "C", "C", "C", "C", "C", "H", "H", "H", "H", "H", "H", "H", "H", "H", "H", "H", "H", "H", "H", "H", "H"],
  "coordinates": [[-0.129365, -0.319669, 0.040110], [-0.433276, -2.495620, 0.149327], [-0.730790, 3.107773, 0.938116], [-1.538489, -2.986135, -2.585983], [2.453173, -3.346469, -0.079581], [2.348649, -4.666950, -4.560541], [3.702689, -4.318251, -2.236680], [-0.282371, -4.013986, -4.716192], [2.163299, -2.378827, 7.079609], [-0.486330, -0.277428, 1.896121], [-3.770252, 1.735971, -6.000113], [-2.118311, 1.187002, -7.269720], [-1.942004, 0.148923, -0.281703], [-1.183856, 4.196354, 0.057715], [-3.473261, 1.358507, -1.276561], [1.742475, -0.441115, 0.318273], [0.080287, 1.910605, 0.208504], [0.280445, -0.362408, -1.768369], [2.337388, -0.210224, -3.487833], [1.687519, -1.063584, -5.355001], [3.845418, -2.560663, 5.746376], [-3.387848, 2.678675, 1.142381], [1.867171, 3.090969, 1.683477], [-2.651259, 1.299045, -6.183892], [1.487017, -0.465734, -4.312010], [2.689656, -2.274248, 5.988969], [0.526509, -1.429333, 5.131550], [-0.254690, -3.331917, -2.462257], [2.427512, -1.600996, 3.655968], [1.645720, -1.100980, 2.602942], [1.870360, -1.760749, 4.891340], [-2.449470, 0.988252, -3.760645], [0.381481, -3.843396, -3.575410], [1.726087, -4.173100, -3.500836], [2.412025, -3.996928, -2.312382], [-1.740171, 0.567980, -2.641993], [-0.603587, 0.377536, -5.181218], [0.404772, -3.143096, -1.249988], [-2.374773, 0.661486, -1.333639], [0.276986, -0.759898, 2.812493], [1.747452, -3.494514, -1.207971], [0.559374, 3.548459, 2.170129], [0.119379, 0.014445, -4.077085], [-0.410444, 0.068250, -2.750738], [-2.138481, 2.429372, 1.872287], [-1.887129, 0.878146, -5.010160], [2.279929, -0.872157, 1.349737], [-0.248265, -0.937106, 4.121192], [-0.174008, 0.284601, -6.168228], [0.124514, -1.577521, 6.123658], [-3.447121, 1.387575, -3.655888], [3.358044, -1.055841, 1.292377], [-4.182497, 2.494063, 1.743121], [2.494614, 2.875948, 2.446386], [-3.424669, 3.653242, 0.854113], [0.324154, 3.034038, 3.103621], [-3.613825, 1.638693, -0.307958], [-1.994343, 1.364454, 2.039067], [0.500435, 4.623992, 2.350135], [-1.289443, -0.693298, 4.282738], [-2.113792, 2.937955, 2.844958], [1.019280, 1.991496, 0.541307], [2.312621, 3.795108, 1.107452], [3.466085, -1.859277, 3.495825]],
  "forces_ev_per_a": [[0.0, 0.1, 0.1], [-0.1, 0.0, 0.0], [0.0, 0.0, 0.0], [0.1, 0.0, 0.0], [0.0, 0.0, 0.0], [0.0, 0.0, 0.0], [0.0, 0.0, 0.0], [0.0, 0.0, 0.0], [0.0, 0.0, 0.0], [-0.1, 0.0, 0.0], [0.0, 0.0, 0.0], [0.0, 0.0, 0.0], [0.0, 0.0, 0.1], [0.1, 0.0, 0.0], [-0.2, 0.1, 0.4], [0.0, -0.2, -0.1], [-0.1, -0.2, 0.0], [0.2, 0.3, -0.1], [-0.1, 0.0, 0.0], [-0.1, -0.1, 0.1], [0.0, 0.0, 0.0], [-0.1, -0.2, -0.1], [0.0, 0.1, 0.0], [0.0, 0.0, 0.0], [0.1, 0.0, -0.1], [0.0, 0.0, 0.0], [0.0, 0.0, 0.0], [-0.1, 0.1, 0.0], [0.0, 0.0, 0.0], [0.0, 0.0, 0.0], [0.0, 0.0, 0.0], [0.0, 0.0, 0.0], [0.0, 0.0, 0.0], [0.0, 0.0, 0.0], [0.0, 0.0, 0.0], [0.0, 0.0, 0.0], [0.0, 0.0, 0.0], [0.0, 0.1, 0.0], [0.1, -0.1, 0.0], [0.0, 0.0, 0.0], [0.1, 0.0, 0.0], [0.0, 0.0, 0.0], [0.0, 0.0, 0.1], [-0.1, -0.2, 0.0], [0.0, 0.0, 0.0], [0.0, 0.0, 0.0], [0.0, 0.1, 0.0], [0.0, 0.0, 0.0], [0.0, 0.0, 0.0], [0.0, 0.0, 0.0], [0.0, 0.0, 0.0], [0.0, 0.0, 0.0], [0.0, 0.1, 0.1], [0.0, 0.0, 0.0], [0.0, -0.1, -0.1], [0.0, 0.0, 0.0], [0.1, 0.1, -0.4], [0.0, 0.0, 0.0], [0.0, 0.0, 0.0], [0.0, 0.0, 0.0], [0.0, 0.0, 0.0], [0.1, 0.1, 0.0], [0.0, 0.0, 0.0], [0.0, 0.0, 0.0]]
}